Molecular formula: C4H4NO2P
Method: DFT, ωB97M-V with the def2-TZVPD basis set

```
12
Properties=species:S:1:pos:R:3:forces:R:3
P -2.369847 -1.413412 0.019347 -0.0390 -0.7105 0.1089
O 2.873289 -1.183505 -0.224509 0.0500 -0.0089 0.1286
O -1.492459 0.011361 0.195355 0.0331 0.4180 0.1653
N 0.578566 -1.050179 0.120463 -0.7594 -0.1189 -0.1198
C 1.889150 -0.536739 -0.020465 -0.0670 0.3320 -0.1092
C 0.525392 1.290387 0.166255 0.2604 -0.0739 0.0156
C 1.810063 0.986231 0.040781 -0.2074 -0.0507 0.0928
C -0.183473 -0.014314 0.180668 0.9148 -0.2660 -0.1218
H -2.804336 -1.118714 -1.286832 -0.1109 -0.0184 -0.1890
H 2.667403 1.624278 -0.022449 0.2153 0.1814 -0.0231
H -3.496352 -0.820533 0.598095 -0.3642 0.0463 0.0612
H 0.002599 2.225137 0.233290 0.0744 0.2695 -0.0095
```
Forces are in eV/Å.

**Frontier orbital gap**: 9.33 eV
**Total energy**: -19085.43456 eV
**SMILES string**: O=C1C=CC(OP)=N1

Molecular formula: C4H4NO3P
Method: DFT, ωB97M-V with the def2-TZVPD basis set

```
13
Properties=species:S:1:pos:R:3:forces:R:3
P 3.780956 0.425467 -0.048359 1.7701 -0.8552 0.9904
O 4.353165 -0.375195 1.180461 -0.9953 0.6993 -1.3703
O 3.700245 1.907679 0.194965 -0.4829 0.1469 -0.1822
O 4.254015 -0.055897 -1.404838 -0.5375 0.2110 0.3593
N 2.131046 -2.826602 -0.107388 -0.4056 -0.5433 0.0220
C 2.017368 -1.707863 0.148893 0.2510 -2.2504 -0.3532
C -0.016204 -0.048827 -0.677800 2.4903 -0.3432 0.1881
C -1.211602 0.102768 -0.170983 -4.3478 0.1874 0.9536
C 2.059803 -0.357340 0.338685 -2.2910 4.0415 1.9558
H 1.794792 0.057144 1.413958 0.2786 -1.1264 -2.4182
H -1.628940 0.308646 0.886189 1.6419 -0.3681 -1.2346
H -2.241311 -0.002454 -0.790649 2.3021 0.2600 0.5852
H 0.030826 -0.209920 -1.767415 0.3262 -0.0594 0.5041
```
Forces are in eV/Å.

**Frontier orbital gap**: 6.28 eV
**Total energy**: -21131.58798 eV
**Charge**: -2

Molecular formula: C4H4NOP
Method: DFT, ωB97M-V with the def2-TZVPD basis set

```
11
Properties=species:S:1:pos:R:3:forces:R:3
P -0.142806 -1.895357 -1.477773 -0.0579 1.8029 3.7089
O -0.374071 -1.691366 -2.864799 -0.4793 0.3747 -2.6547
N -2.780291 0.925721 -1.493555 0.8230 0.1549 0.3860
C -1.762215 0.759092 -0.953076 -3.2089 0.9174 -1.6392
C -0.645429 0.292347 -0.374751 3.6956 -3.5322 0.4480
C 1.260155 -0.065647 1.286707 -1.0008 1.2329 -1.3448
C 0.121733 0.702487 0.638393 -0.8384 -3.2880 -0.9977
H 1.908739 0.789325 1.480380 1.0798 -0.8474 0.1252
H 1.532067 -0.767911 0.505360 1.0209 -0.0321 0.2202
H 1.052099 -0.622018 2.194218 -0.3770 0.2433 0.1783
H -0.169981 1.573326 1.058896 -0.6571 2.9737 1.5697
```
Forces are in eV/Å.

**Frontier orbital gap**: 7.29 eV
**Total energy**: -17035.88405 eV

Molecular formula: C4H4NOS
Method: DFT, ωB97M-V with the def2-TZVPD basis set

```
11
Properties=species:S:1:pos:R:3:forces:R:3
S 1.174497 2.093001 1.120052 -0.3042 -0.2959 -0.2822
O -1.848040 -0.222410 0.230750 -2.3043 -2.7888 -0.8226
N 1.541115 -0.530389 -0.741898 2.1052 -2.9672 -2.9375
C 0.326341 -0.268094 -0.199518 -0.8137 0.3483 -0.3502
C -0.017043 0.905061 0.536480 1.6190 1.7559 1.0733
C -1.349766 0.846854 0.767355 2.0318 1.1232 0.2775
C -0.846646 -0.936976 -0.358496 -0.3863 -1.1923 -0.0835
H -1.142051 -1.969948 -0.590317 0.4071 0.7422 -0.2612
H 1.709852 -1.235668 -1.526109 -1.2984 1.3214 1.8190
H -1.984513 1.437102 1.356835 -0.6631 0.8052 0.4712
H 2.436256 -0.118534 -0.595134 -0.3931 1.1479 1.0961
```
Forces are in eV/Å.

**Frontier orbital gap**: 6.13 eV
**Total energy**: -18585.45481 eV
**SMILES string**: Nc1cocc1[S-]
**Charge**: -1

Molecular formula: C4H4NP
Method: DFT, ωB97M-V with the def2-TZVPD basis set

```
10
Properties=species:S:1:pos:R:3:forces:R:3
P 0.690507 1.131058 -0.324471 -1.5627 -0.5287 -0.8129
N -2.670019 1.152328 0.130133 -1.0231 0.1289 0.3651
C 1.083422 -0.731068 -0.335969 -0.9461 -0.2516 -0.9601
C -0.301504 -1.128898 -0.133492 0.8878 -0.2131 0.8296
C -2.321324 0.056539 0.184528 -0.9782 1.5806 -0.2476
C -1.480774 -0.985323 0.041599 0.4457 -1.5292 -0.0606
H 1.728695 1.527472 0.366479 3.2051 0.9576 0.6750
H 1.221949 -1.078818 -1.381926 1.1887 0.2887 0.7102
H 1.800717 -0.985609 0.451743 -0.1716 -0.4103 -0.5994
H 0.248332 1.042320 1.001376 -1.0457 -0.0230 0.1008
```
Forces are in eV/Å.

**Frontier orbital gap**: 10.19 eV
**Total energy**: -14987.13757 eV
**SMILES string**: N#CC#CCP

Molecular formula: C4H4O
Method: DFT, ωB97M-V with the def2-TZVPD basis set

```
9
Properties=species:S:1:pos:R:3:forces:R:3
O -0.274228 1.178914 -0.605977 -0.5523 0.0237 -0.4189
C 0.148248 0.019431 -1.192965 -0.1385 -0.1870 -0.2565
C -0.143322 -0.407264 0.970582 0.6772 0.8941 -0.2736
C -0.468855 0.872135 0.684233 -0.0491 0.3998 -0.0684
C 0.213129 -0.997238 -0.304734 0.2573 0.2583 -0.1353
H 0.478945 -0.252089 1.837675 -0.4221 -1.8839 1.2704
H 0.416531 0.118223 -2.231198 -0.2749 -0.1565 -0.0612
H -0.782199 1.637682 1.376808 0.2253 0.2997 -0.2996
H 0.418920 -2.033087 -0.557989 0.2770 0.3518 0.2431
```
Forces are in eV/Å.

**Frontier orbital gap**: 10.08 eV
**Total energy**: -6258.20554 eV
**SMILES string**: c1ccoc1

Molecular formula: C4H4O
Method: DFT, ωB97M-V with the def2-TZVPD basis set

```
9
Properties=species:S:1:pos:R:3:forces:R:3
O 0.662469 2.242041 -1.583639 -0.5006 -0.1329 0.5379
C -0.001286 -0.633102 0.448561 1.9200 -0.3722 1.0500
C -0.247453 -1.527311 1.365934 -0.2390 0.2833 0.0626
C 1.104741 1.249651 -0.844514 1.7198 0.7352 -0.4020
C 0.306646 0.172275 -0.540765 -3.5334 -0.8048 0.5730
H 0.442183 -2.347315 1.519911 -0.0662 -0.1047 -0.3076
H -1.084737 -1.447392 2.043409 0.0208 0.1397 0.0707
H -0.874057 0.036455 -0.679468 0.6147 0.4797 -1.5065
H -0.308505 2.254700 -1.729430 0.0639 -0.2232 -0.0780
```
Forces are in eV/Å.

**Frontier orbital gap**: 7.97 eV
**Total energy**: -6254.22197 eV

Molecular formula: C4H4O
Method: DFT, ωB97M-V with the def2-TZVPD basis set

```
9
Properties=species:S:1:pos:R:3:forces:R:3
O -0.659461 -1.765718 0.417416 -0.4204 0.2828 -0.0228
C -0.822133 0.554950 -0.116380 0.2349 -0.0640 -0.0063
C 0.487101 0.606874 -0.199044 0.1735 -0.1438 0.0797
C 1.757391 0.335459 -0.166008 -0.2685 0.0257 -0.0239
C -1.352361 -0.786947 0.260205 0.0861 -0.2774 0.0493
H -1.498516 1.389076 -0.284419 0.1741 -0.1508 0.0166
H -2.447855 -0.847037 0.399331 0.0265 0.0302 -0.0240
H 2.268201 -0.056284 -1.040339 -0.0211 0.1846 0.0546
H 2.304664 0.418277 0.767680 0.0150 0.1126 -0.1232
```
Forces are in eV/Å.

**Frontier orbital gap**: 10.33 eV
**Total energy**: -6257.96129 eV
**SMILES string**: C=C=CC=O

Molecular formula: C4H4O
Method: DFT, ωB97M-V with the def2-TZVPD basis set

```
9
Properties=species:S:1:pos:R:3:forces:R:3
O -3.366510 -0.865464 0.092356 0.6269 0.9795 -0.5057
C -0.179009 0.069558 0.126652 -1.5454 0.3319 0.1778
C -1.950211 1.117821 -0.040344 3.3827 -2.1613 -0.2371
C -2.707774 0.097463 -0.080059 -1.8365 -2.1638 0.6454
C 0.531838 -1.087780 -0.026875 -5.4701 1.5124 -1.8544
H 0.159835 -2.017577 -0.572423 0.7848 1.4927 0.9408
H 0.034368 0.947897 0.703721 1.3326 -0.3144 0.1679
H -1.766260 2.046489 -0.488551 -0.0533 0.7446 -0.3886
H 1.426395 -0.950207 0.435604 2.7784 -0.4216 1.0538
```
Forces are in eV/Å.

**Frontier orbital gap**: 9.33 eV
**Total energy**: -6255.26599 eV

Molecular formula: C4H4O
Method: DFT, ωB97M-V with the def2-TZVPD basis set

```
9
Properties=species:S:1:pos:R:3:forces:R:3
O 1.355146 -1.206251 1.550446 0.2799 -0.3760 -0.2958
C -0.838708 0.650697 -1.826879 -0.0358 0.1550 -0.2089
C -0.602996 0.373180 -0.571918 0.0647 0.0398 0.0984
C -0.311172 0.136507 0.641018 0.0710 0.0750 -0.0928
C 0.410034 -0.250693 1.670849 -0.1050 0.1594 0.1959
H 1.457384 -1.355277 0.597054 0.0908 -0.2333 0.2593
H -0.490530 -0.003490 -2.613857 0.1316 -0.0524 0.0239
H 0.356198 0.098838 2.692131 -0.2225 0.2201 -0.0782
H -1.335355 1.556489 -2.138843 -0.2747 0.0124 0.0982
```
Forces are in eV/Å.

**Frontier orbital gap**: 9.08 eV
**Total energy**: -6257.12577 eV
**SMILES string**: C=C=C=CO

Molecular formula: C4H4O
Method: DFT, ωB97M-V with the def2-TZVPD basis set

```
9
Properties=species:S:1:pos:R:3:forces:R:3
O -1.542492 1.424308 -0.323180 -0.0985 0.6521 -0.5999
C 2.339558 -0.811005 0.505401 -0.5358 -0.1107 -0.2334
C 0.128282 -0.143212 -0.654472 0.3061 0.0465 0.4103
C 1.251949 -0.488191 0.028226 0.3236 -0.3005 0.0281
C -1.184521 0.102785 0.012825 0.0616 -0.2437 -0.0322
H -1.137096 1.640958 -1.186432 -0.2922 -0.2481 0.4693
H 3.282082 -1.159011 0.876710 -0.2229 0.2398 -0.0394
H -1.214246 0.061783 1.105327 0.1996 -0.0891 0.0009
H -1.923512 -0.628411 -0.364408 0.2586 0.0538 -0.0037
```
Forces are in eV/Å.

**Frontier orbital gap (alpha / beta)**: 7.20 / 7.21 eV
**Total energy**: -6254.58476 eV

Molecular formula: C4H4O
Method: DFT, ωB97M-V with the def2-TZVPD basis set

```
9
Properties=species:S:1:pos:R:3:forces:R:3
O 0.181974 -0.956814 0.703987 0.2698 0.7085 -0.4122
C 2.447497 -0.347959 -0.223528 -0.2678 -0.0317 0.2389
C -0.293332 0.341253 0.702009 -0.7818 0.3944 0.0852
C 1.386490 -0.564550 0.294459 1.1143 -0.9573 -0.2484
C -1.564311 0.377040 -0.043273 -0.2087 0.0945 0.2166
H -1.290039 0.462819 -1.110733 0.0857 -0.0396 0.2560
H -2.172640 -0.523430 0.077169 -0.0439 -0.0161 -0.0329
H 3.390564 -0.080913 -0.631117 0.0297 -0.0365 0.0212
H -2.086199 1.292557 0.231023 -0.1972 -0.1162 -0.1244
```
Forces are in eV/Å.

**Frontier orbital gap**: 8.64 eV
**Total energy**: -6253.89580 eV

Molecular formula: C4H4O
Method: DFT, ωB97M-V with the def2-TZVPD basis set

```
9
Properties=species:S:1:pos:R:3:forces:R:3
O 1.230236 0.983229 2.823092 -2.5125 -1.1620 -4.6032
C -0.534838 -0.644919 -1.435287 0.6316 1.0218 1.0363
C 0.659285 0.778447 1.764476 2.1102 1.4162 3.7468
C 0.054050 0.683714 0.586522 0.9483 -1.5969 0.6553
C 0.105882 -0.550288 -0.234978 -1.1295 -0.0361 -1.6823
H -0.566342 -1.556427 -2.029679 0.1675 0.2197 0.2666
H 0.623111 -1.447257 0.097302 -0.0031 0.3380 0.4045
H -0.988773 0.264713 -1.875163 0.0738 -0.7434 0.3174
H -0.582611 1.488788 0.303714 -0.2861 0.5428 -0.1414
```
Forces are in eV/Å.

**Frontier orbital gap**: 9.13 eV
**Total energy**: -6258.37085 eV
**SMILES string**: C=CC=C=O

Molecular formula: C4H4O
Method: DFT, ωB97M-V with the def2-TZVPD basis set

```
9
Properties=species:S:1:pos:R:3:forces:R:3
O -2.187667 -0.641504 -0.291795 -1.6689 -7.8818 0.4507
C 1.019475 0.727797 0.517625 0.8219 -2.6320 -0.2473
C 2.061046 -0.292060 0.640320 -0.5606 1.8021 -0.5825
C 0.941731 -0.644323 0.020098 0.0552 0.0939 -0.2323
C -1.921174 0.506677 -0.365515 1.1666 7.5862 -1.1012
H 3.125956 -0.348071 0.852781 -0.4454 -0.4662 0.2210
H -1.551974 0.992261 -1.267855 0.1520 -0.1097 -0.2578
H 0.458149 -1.459374 -0.588906 0.3891 1.1887 0.9253
H -1.945542 1.158598 0.483251 0.0902 0.4189 0.8240
```
Forces are in eV/Å.

**Frontier orbital gap (alpha / beta)**: 7.17 / 7.29 eV
**Total energy**: -6251.11829 eV
**Spin multiplicity**: 3
**<S²>**: 2.006

Molecular formula: C4H4O2
Method: DFT, ωB97M-V with the def2-TZVPD basis set

```
10
Properties=species:S:1:pos:R:3:forces:R:3
O 1.770196 -1.244829 -0.231120 0.3219 -0.1324 -0.2644
O -0.798029 1.379954 1.770062 -0.2118 0.0730 -0.5861
C -0.184508 -0.124796 -1.106913 -0.3442 0.2377 0.7379
C -1.018005 1.660020 0.611332 -0.1339 0.3711 0.3317
C -0.753533 0.722203 -0.435404 -0.1541 0.5229 -0.8074
C 0.371472 -1.238873 -0.243028 -0.2274 -0.5008 0.5563
H -0.005437 -0.986537 0.759059 0.5611 -0.6890 -0.0066
H 2.085759 -0.599165 -0.872957 0.0273 -0.1798 0.0690
H -1.394320 2.625272 0.271773 -0.1363 0.4504 0.2316
H -0.073597 -2.193250 -0.522804 0.2975 -0.1533 -0.2620
```
Forces are in eV/Å.

**Frontier orbital gap**: 9.75 eV
**Total energy**: -8303.24118 eV
**SMILES string**: O=CC#CCO

Molecular formula: C4H4O2
Method: DFT, ωB97M-V with the def2-TZVPD basis set

```
10
Properties=species:S:1:pos:R:3:forces:R:3
O 1.008725 1.069047 0.717923 1.1874 0.3392 -1.4974
O 0.842459 -0.608355 -0.795744 -0.0548 0.2055 0.1506
C -0.833154 -0.150725 0.621307 -2.0286 -0.8967 -0.5982
C 0.122337 -1.236229 0.289220 -0.2923 -0.0936 0.0815
C -1.492918 0.700610 0.041149 -0.4066 -0.0697 1.4241
C 0.852135 0.708068 -0.432299 1.9938 0.7407 0.9478
H 0.825369 -1.600515 1.045528 -0.4489 0.2997 0.0636
H -1.560695 1.756073 -0.126177 -0.6423 -0.1051 -0.0639
H -0.490163 -2.046610 -0.100342 0.3828 -0.2031 -0.2190
H 0.725906 1.408637 -1.260566 0.3094 -0.2168 -0.2892
```
Forces are in eV/Å.

**Frontier orbital gap**: 10.55 eV
**Total energy**: -8303.27027 eV
**SMILES string**: C#CCOC=O

Molecular formula: C4H4O2
Method: DFT, ωB97M-V with the def2-TZVPD basis set

```
10
Properties=species:S:1:pos:R:3:forces:R:3
O -2.191763 1.263313 0.011826 -0.2750 0.5043 -0.4267
O -0.485127 -1.552348 0.384209 0.5952 -0.0889 0.0887
C -0.155861 -0.172214 0.403109 -1.1457 -0.1843 -0.5222
C -1.468070 0.325515 -0.030580 0.3088 -0.5719 0.4010
C 1.180183 0.431589 0.427999 3.0737 0.6910 0.0693
C -1.022893 -0.872098 -0.753129 0.6068 0.1448 0.3255
H 1.171830 1.577521 0.386539 -0.3675 -1.7170 -0.2635
H 1.866498 0.225092 1.331459 -1.6228 -0.0417 -0.9418
H 1.818502 0.015326 -0.421099 -0.8830 0.6887 0.8003
H -0.713295 -1.241694 -1.740329 -0.2905 0.5750 0.4695
```
Forces are in eV/Å.

**Frontier orbital gap**: 10.03 eV
**Total energy**: -8303.75827 eV
**SMILES string**: C[C@]12O[C@H]1C2=O

Molecular formula: C4H4O2
Method: DFT, ωB97M-V with the def2-TZVPD basis set

```
10
Properties=species:S:1:pos:R:3:forces:R:3
O 2.324438 1.963142 1.145591 -4.2060 -2.5524 -6.6339
O 0.941087 0.160424 -1.790158 -1.5215 -1.1539 -1.2244
C -0.729643 0.223109 0.212878 1.3348 0.2740 0.9163
C 2.004733 0.257558 -0.924711 -0.6779 -0.0279 2.2484
C 1.573491 1.396194 -0.202051 4.7707 2.6302 7.2714
C 0.423876 0.682300 -0.579379 0.9464 0.8046 -0.5417
H -0.547151 0.614924 1.237905 0.0577 -1.1158 -0.3239
H 2.428243 -0.609717 -0.379747 0.2804 0.4292 -1.0826
H -1.032109 -0.790153 0.030629 0.5843 -0.8523 0.4947
H -1.612301 0.711367 -0.026383 -1.5688 1.5642 -1.1241
```
Forces are in eV/Å.

**Frontier orbital gap (alpha / beta)**: 8.53 / 8.53 eV
**Total energy**: -8300.30042 eV
**SMILES string**: C[C@]12O[C@H]1C2=O

Molecular formula: C4H4O2
Method: DFT, ωB97M-V with the def2-TZVPD basis set

```
10
Properties=species:S:1:pos:R:3:forces:R:3
O -1.265750 0.637269 -0.315079 -2.1512 -2.2077 -0.9069
O 1.353124 -0.651092 -0.037377 -0.6982 0.8637 0.9688
C -1.049544 -0.737617 -0.063094 -3.9949 0.4953 -0.7751
C 1.054517 0.702563 0.265375 -1.2717 1.9198 -1.7525
C -0.165204 1.272150 -0.080958 4.3563 3.9562 3.9751
C 0.128238 -1.221322 0.135078 -0.1115 -5.5728 0.8944
H -0.295692 2.434860 0.368357 0.2643 -3.2230 -1.7430
H 1.884967 1.375149 0.515539 -0.3065 -0.7748 -0.0124
H -0.097439 -2.373304 0.471768 1.9615 2.6810 -0.8939
H -1.998866 -1.420775 -0.074426 1.9520 1.8623 0.2456
```
Forces are in eV/Å.

**Frontier orbital gap**: 9.16 eV
**Total energy**: -8303.77421 eV
**SMILES string**: C1=COC=CO1

Molecular formula: C4H4O2
Method: DFT, ωB97M-V with the def2-TZVPD basis set

```
10
Properties=species:S:1:pos:R:3:forces:R:3
O -2.658964 0.578013 0.069283 0.3674 -0.4741 0.0956
O -0.740997 -0.234146 0.957447 0.0221 -0.2149 -0.0672
C 0.106101 0.563155 0.121655 0.1587 0.2082 -0.2490
C -1.971216 -0.343565 0.404899 -0.4219 0.2017 -0.1755
C 1.457807 0.013094 0.117273 0.4250 -0.0379 -0.1158
C 2.569072 -0.425073 -0.007498 -0.2969 0.1130 0.0852
H 0.082487 1.615079 0.409695 0.0610 -0.0878 0.1213
H -2.198299 -1.401330 0.224394 -0.4199 -0.0390 0.3413
H -0.304172 0.485709 -0.887991 0.2435 0.2698 -0.0986
H 3.554510 -0.819482 -0.118170 -0.1392 0.0610 0.0628
```
Forces are in eV/Å.

**Frontier orbital gap**: 11.41 eV
**Total energy**: -8305.07641 eV
**SMILES string**: C#CCOC=O